Entry 1:
ORCA calculation (ωB97M-V with the def2-TZVPD basis set) on C28H77Cu4N7O11S as an isolated structure at a distorted geometry.

Structure (XYZ):
```
128
Properties=species:S:1:pos:R:3:forces:R:3
H -3.8152 3.3260 -7.4002 0.4872 -0.0103 0.2156
H 3.3206 2.4278 -5.3539 1.1560 -0.2753 -0.8087
C 7.2072 -0.3143 3.4840 0.5103 1.6526 0.4580
H 6.8959 -8.5314 -2.8026 0.0957 0.1019 0.1380
O 0.8580 -0.0542 0.9536 0.0103 1.6678 0.1941
H 8.3325 -0.6448 5.4826 -0.1370 1.0830 -0.1691
H -0.2581 6.2468 1.5454 0.2008 -0.8378 0.1087
H -6.1700 0.2921 -7.1212 0.2829 -0.2877 -0.1878
H 10.4721 -1.2725 5.7003 -0.5081 -0.3627 0.2299
H 5.6654 -1.4581 3.5970 -0.1223 -1.0937 1.0605
H 4.3915 0.5564 -8.2881 -0.2876 -0.2292 0.0392
N 5.8015 -0.4827 3.8207 -0.6786 -1.9941 0.7954
H 0.5920 1.0512 7.9229 -0.2672 0.5172 0.3568
H -5.5940 -0.7999 0.1944 0.5507 0.6403 0.0461
H 7.2991 -0.7248 2.4785 1.0403 -0.0222 -0.0438
H -8.8724 1.6018 2.3612 0.3242 -0.0142 0.1216
H -9.0801 2.2504 -7.1640 0.5223 0.4234 -0.0495
H 7.0353 1.6487 2.5544 -0.2017 -0.1986 -0.2879
C -4.4079 3.2608 -6.4878 -1.9037 1.4512 -0.9174
C -8.6724 -1.2086 -0.8886 -1.3879 0.6758 0.8338
H 5.1048 0.5926 -4.3204 0.1029 0.5473 -0.6955
C 4.5249 -9.3706 -2.5870 -0.9596 -1.6436 -0.3161
H -0.3682 7.5646 4.1418 -0.0033 -0.0152 0.4195
O -2.7033 0.9884 7.0589 -2.6240 2.6366 -3.5490
C -3.8184 6.1674 1.2720 0.4325 0.9305 0.9496
H -1.4014 7.4387 1.9077 -0.2227 0.3450 -0.4733
H -10.4547 1.0000 2.7579 -0.1205 -0.2158 -0.2546
H -4.2685 2.1183 6.0789 0.1108 -0.6872 0.0187
O -7.0571 2.0309 -7.7663 0.0279 -0.5791 -0.0702
H 2.2225 2.6036 -3.6560 -0.6635 -0.0220 0.6158
H -5.6807 1.8957 -5.4731 -0.1041 0.2274 0.2936
H -7.1389 -0.0706 2.0486 0.0085 0.4716 0.0467
H 5.9735 -7.8608 -4.1749 0.1547 -0.2896 -0.2406
H -3.6740 2.8176 7.5519 0.0155 0.0129 0.2149
H 5.0778 1.6288 -7.0643 -0.5592 0.2696 0.4205
H 0.4247 5.9559 3.8991 0.6100 0.4499 0.2354
H -2.3411 6.0800 -0.1188 1.1355 0.4422 0.0556
C -3.9540 1.8696 7.0925 2.5105 -0.9749 1.2408
H 2.2156 0.3292 -6.7428 0.3492 1.0615 -0.4166
H 3.9348 0.3152 -3.2377 -0.6303 0.4065 0.6220
H -7.7566 -1.6685 1.7630 0.4149 -0.2545 -0.2502
H 8.5349 1.3783 3.3216 0.0301 0.2900 0.5653
O -9.2204 -0.4143 1.9254 0.8266 0.6036 -0.5822
H 5.1353 -0.2370 3.1024 0.3557 1.6527 -0.4874
O 1.2574 -2.3918 1.0129 -0.0758 -1.0405 -0.3937
H -9.0208 -2.1640 -0.4962 0.9339 -0.5991 -0.0984
C -8.1639 1.7274 -6.8898 1.3104 -0.1861 0.4479
H 7.9426 -2.0513 4.7329 -0.1951 -0.5359 -0.7526
H -3.2986 1.5150 -5.3330 -0.0518 0.1516 0.1022
H -9.6337 -0.7176 -0.7369 0.0129 0.7004 -0.0186
H -8.4366 0.6743 -6.8207 0.2488 -0.4223 -0.6269
H -4.7123 1.3898 7.7112 -0.1479 -0.0574 -0.3096
N 1.9276 1.8364 -4.2430 -0.7862 -0.8752 0.1354
Cu 2.0972 -5.3289 -1.8639 0.7804 0.3336 0.1426
H -3.9201 3.6222 -5.5825 0.4762 -0.4521 -0.1351
O -0.9265 -1.5457 1.4296 -1.8795 -0.7653 0.5191
H 10.5224 -2.7212 4.5499 -0.0909 -0.0518 0.3798
N -2.4118 4.2567 0.9215 0.9823 1.1638 0.9528
N -3.8975 1.0530 -6.0022 0.3559 -1.8562 -0.8283
H 5.7320 -6.1651 -0.8563 0.1990 -0.1383 0.0306
H -0.9092 -2.0327 9.0322 -0.4855 0.2198 0.1020
C 10.5129 -1.6384 4.6744 0.7910 1.1544 -1.1381
C -2.3919 5.7547 0.9203 -0.5148 -0.8562 1.7097
H -5.1905 4.0072 -6.6241 -0.2336 0.1308 -0.2438
H -8.5572 -1.2113 -1.9725 0.6017 -0.1496 0.1936
H 6.9658 -4.9269 -1.1535 -0.2988 0.2272 -0.5120
C 6.6831 -5.9614 -1.3483 1.3467 -0.7380 0.1961
C -0.4778 6.4823 4.2097 -0.4747 -1.4080 -1.5404
H -2.8401 -0.2063 8.5782 0.2807 -0.6550 0.6604
H 2.6049 -0.5520 -5.3770 -0.4195 -0.0924 0.5442
H 0.9220 0.2700 6.6447 -0.3283 -0.9025 -0.3625
O 4.2477 -0.1783 -6.3031 -1.1124 0.4668 -1.0042
H -4.4973 5.5281 0.7077 -0.2861 0.4825 -0.0460
C 6.1527 -7.7923 -3.1019 -1.2098 1.0098 0.3682
H -9.9888 1.3422 1.0535 -0.2494 -0.1576 -0.1219
H 4.5326 -9.7403 -3.6123 1.2883 -0.0448 -0.3698
H 6.9780 1.7881 4.2425 0.4584 -0.4359 0.5058
H 5.9774 -4.4630 -3.2626 0.0383 0.2769 0.4028
H 7.5146 -6.4915 -0.8840 -0.2455 -0.4437 0.2838
N 0.1182 0.6412 7.1307 0.0801 0.7931 -0.1656
C -5.8615 1.2833 -7.4536 -0.4266 0.8107 0.1567
C -2.0985 0.4842 8.1765 -1.2180 -0.8360 0.2078
H -3.9204 7.2357 1.0809 -0.3707 -0.0547 -0.6747
C -0.8881 -0.3005 7.6424 1.1180 0.2378 1.5222
H -2.0056 1.2564 8.9401 1.0415 0.0763 0.1622
H -5.2213 1.2420 -8.3348 -0.3739 -0.1707 -0.4312
H 4.6139 2.0073 -3.4219 -0.2408 -0.1746 0.4058
H -1.2200 -0.9295 6.8163 -0.1843 0.0779 0.0705
C 2.9582 0.3085 -5.9452 0.8072 -0.8433 2.2714
H -4.0716 6.1482 2.3321 0.2105 -0.7118 0.1202
H 5.3385 -5.4850 -4.2535 -0.1235 -0.4086 -0.3603
O -1.4818 6.0032 3.2907 -0.2887 -0.6370 -0.7629
C 3.1491 1.4595 -4.8837 -0.0894 0.5126 -2.5242
H 11.4417 -1.2034 4.3051 0.3881 -0.5303 0.0062
H 0.0480 -0.7080 9.6736 -0.3613 0.5339 -0.1026
C 8.2291 -1.0332 4.4694 0.3806 0.0303 -1.4175
Cu -1.1572 1.9464 3.7667 0.1018 -0.0732 -0.0537
C -7.8638 -0.6282 1.4556 -1.0438 -1.0458 0.6824
C -0.2842 -1.1850 8.7515 0.2468 -1.0216 -0.2249
C 4.8591 0.5883 -7.3040 1.6784 -0.2133 -0.0835
H -0.7769 6.0442 5.1619 0.0169 0.7202 0.1661
H 7.4721 -6.1663 -3.4291 0.4791 -0.1507 0.4010
C -9.6627 0.9375 2.0116 0.4723 0.0368 0.0613
C -7.5842 -0.4992 -0.0445 -1.1271 -0.7898 -1.2586
Cu -1.8691 -5.1168 2.2179 0.2967 0.7676 -0.0162
C 7.4659 1.2127 3.4558 0.3419 -0.4603 -1.1977
H -7.7800 1.9412 -5.8924 -0.7422 0.5040 0.3494
H 5.0444 -10.0062 -1.8699 0.3381 -0.2301 -0.3179
O 0.0268 -1.4561 -0.8380 -0.6340 -0.4098 -0.2718
O 4.8811 -8.0457 -2.4485 0.5153 0.9296 -0.2461
C -5.0147 1.8905 -6.3360 -1.0934 0.9443 2.0592
C 6.5806 -6.3418 -2.8271 -0.8210 0.5126 0.6424
S 0.2843 -1.3338 0.6207 1.7638 -0.7608 -0.2875
C 4.2360 1.1127 -3.9169 1.2447 -0.7841 0.2232
O 9.5657 -1.0227 3.8107 -2.4087 -0.1766 1.4858
H -1.5544 3.9907 0.4587 -0.3354 -0.7432 -0.4596
H 1.7039 1.0193 -3.6931 -0.6474 0.2739 0.8947
H -7.6411 0.5616 -0.2887 0.3823 0.0764 -0.2303
H -3.2670 3.9881 0.4560 0.4259 -0.4866 -0.3764
C -1.2804 6.3555 1.9075 -1.3374 0.8464 -0.1210
N 5.5592 -5.3823 -3.2733 -0.9454 0.1696 -0.9516
N -6.2828 -1.0529 -0.4997 0.0884 0.4707 1.0347
H 5.8563 0.1499 -7.3431 0.0662 -0.0613 -0.5918
H 3.4693 -9.6183 -2.4761 -0.4858 0.9843 1.0135
Cu -2.6326 -3.0032 -3.6327 0.0771 0.5367 0.1907
H -3.4319 1.1709 -6.8907 1.2822 -0.7925 -0.0594
H 0.6104 -1.6990 8.3999 0.1907 0.1957 -0.3821
H -6.2678 -2.0533 -0.3616 -0.6394 -0.4806 -0.2295
```
Forces are in eV/Å.

HOMO level (eV): -11.188
Net charge: +2
Spin multiplicity: 1

=====

Entry 2:
ORCA calculation (ωB97M-V with the def2-TZVPD basis set) on C28H77FeN8O10 as an isolated structure at a distorted geometry.

Structure (XYZ):
```
124
Properties=species:S:1:pos:R:3:forces:R:3
N -0.2426 -0.2064 3.0680 -0.1384 -0.4078 -1.8266
H -0.1976 -0.3111 2.0644 -0.0786 0.6725 -0.9600
C 3.8078 -1.0608 -2.0353 1.4260 -1.4283 0.7032
H 3.7410 -2.4663 -3.6208 -0.8415 -0.4978 -0.3386
C -0.4039 -3.7841 1.2685 1.3527 -2.3544 0.0125
C -4.6340 3.4976 -0.1218 -1.4221 -0.2862 -1.1960
H -1.1697 2.7293 3.6116 -0.6684 0.1906 -0.4381
H 3.7945 2.6170 0.6763 -0.1924 0.0362 -0.5046
H 2.7582 1.1060 -4.9677 -0.4501 0.1456 0.6122
H -0.6474 -4.7853 3.7810 0.1684 -0.6568 0.0017
N -0.4049 2.5579 2.9745 -1.4585 1.1843 -2.6739
C -1.5337 -0.8364 3.4244 0.2039 1.1250 0.5501
C 6.0248 4.4489 -5.4791 -1.0236 -0.2258 0.4804
H -3.5701 -2.6840 -3.2257 -0.2596 0.2026 -0.0387
H -0.9062 -6.4421 0.6977 0.1815 0.2561 0.0844
H -6.9392 4.6581 0.9907 -0.6406 -0.4868 -0.9066
H -0.4658 -2.7208 1.5001 -0.6040 -0.0779 0.5541
H -5.3508 -2.6904 0.7762 0.0212 0.4594 -0.2347
H -4.1671 -1.4630 -1.1073 -0.0854 0.2023 -0.2836
C -2.7808 -2.3542 -2.5503 -0.8280 0.5320 -0.7531
C 0.6482 3.0294 4.9482 1.8862 0.0409 2.0189
H -5.0684 2.5776 0.2694 0.1622 -0.0667 0.9352
C 5.8809 -4.8977 -1.2731 -0.1765 -1.3935 -1.5621
H 3.7011 2.2165 -5.8070 -0.1003 0.0970 -0.6414
H -6.2221 6.1311 0.9952 0.1831 0.3847 -0.3084
H -3.5637 -1.0788 2.8307 -0.5424 0.4026 0.9504
H 0.4096 4.3698 3.4008 0.3924 0.3820 -0.5149
C 3.8864 -3.6927 -1.7713 -0.8955 1.6204 0.1834
H -2.0951 -4.3586 -2.9045 0.0944 -0.0083 -0.1132
H 0.3756 -3.4663 4.0921 0.4416 0.3840 -0.4345
H -2.6643 -0.7303 5.2795 -0.2609 -0.0994 -0.1029
C -1.7494 -5.7515 0.6886 -0.7272 0.8895 0.4317
H 2.8373 -4.2088 1.7562 -0.1073 -0.3205 0.1610
H 5.5410 -5.8868 -1.5800 -0.6846 -0.3147 -0.2891
C 2.0109 2.9582 2.7682 -0.7868 -1.2924 2.0000
H 6.8854 -4.9501 -1.6930 0.3157 0.5682 0.8600
H 2.1185 2.7798 -5.3854 -0.2772 -0.2213 0.2927
H -0.3025 1.5556 3.0453 0.7250 -1.2489 -0.0021
H 4.4436 4.6396 -3.1247 0.4112 0.3411 0.0517
H -3.6642 -3.1043 1.2732 0.0309 0.1149 0.0820
C -1.6733 -0.4952 4.8912 -1.3258 -0.7159 0.5665
O 4.6342 4.7191 -5.2241 0.0605 0.0453 0.1271
H -1.0295 -1.1924 5.4274 0.4256 0.6533 0.3149
O 0.2761 1.2480 0.1598 -0.3723 1.9703 2.1612
H -0.1758 -3.7934 0.2026 0.3395 -0.1403 -0.2037
H -1.7021 2.4380 -1.7108 0.2124 -0.1795 0.3583
H -1.3529 -1.9104 3.3817 -0.9753 -0.1791 -0.5277
H -3.2915 2.5497 -2.3068 -0.1541 -0.5087 -0.1556
H 2.8081 3.9954 -0.1356 1.0415 -0.5046 -0.4566
H 1.8562 -1.8963 -1.4765 -0.9753 -0.0487 -0.1884
H -2.0785 -5.5180 -0.3240 0.4837 0.2856 -0.2229
N 2.8612 2.5902 -2.6633 0.1771 1.8104 1.7937
H -1.5314 -0.7041 -2.5458 0.0967 0.0261 0.9830
H 3.3369 -0.8603 -1.0729 -0.2364 -0.1403 0.1562
H -2.9229 1.2703 -1.1206 -0.0250 0.0481 0.1020
O -1.5849 -4.5466 1.4893 -0.2621 0.0762 -0.2458
H 3.6727 -0.1509 -2.6200 -0.0150 -0.4397 -0.5296
H 0.5081 -0.8705 3.1924 0.3689 -0.3097 1.1939
H 3.7403 -3.3737 -0.7393 0.0339 0.1427 0.6200
H 5.7573 -4.9823 -0.1934 0.2680 1.1602 0.2197
O 1.9491 3.2194 1.4037 -1.7271 0.9651 0.0233
H 2.8740 3.3448 3.3101 0.0287 0.7958 -0.4244
C 0.6813 3.3178 3.4877 0.9557 0.2690 0.7592
H -4.6036 2.3301 2.4941 -0.4637 -0.1146 0.2761
N 1.8710 -2.3972 -2.3535 0.2716 -1.2907 -0.4167
H 2.1455 1.8811 2.8670 -0.1815 -0.3782 0.1878
H 6.6444 4.4457 -4.5824 -0.1109 0.0002 0.2424
H -4.7279 0.8475 1.5173 -0.4879 -0.0112 -0.2338
H 2.4378 1.6965 -2.4582 0.1249 -0.0608 -0.6693
H 2.1722 3.3281 -2.6353 -0.4250 -0.2324 0.1212
H 1.1533 2.0933 5.1866 -0.2684 -0.3663 -0.1429
C -3.1585 3.3893 -0.3918 0.6789 -0.1979 -2.0756
O -3.1330 1.0137 2.7175 1.5574 -0.1906 1.2936
C 2.9498 2.1778 -5.0183 1.6981 0.4551 -1.5053
C -4.5114 -3.3727 0.6421 0.1942 -0.5496 -0.5464
H -4.8828 -4.3360 0.9918 0.1747 -0.1545 -0.2445
O -4.0897 -3.5035 -0.7270 1.0135 1.6862 0.1824
H -1.9660 -0.9745 -3.9439 -0.7042 -0.7281 -0.6726
O 5.2235 -3.8970 -2.0242 1.2039 0.3539 0.1428
C -2.7756 -0.3617 2.6012 0.4531 -0.9801 -0.7435
H -0.3552 2.9949 5.3725 -0.0461 0.0290 -0.2423
H 0.9117 -5.4984 1.7648 -0.1517 -0.0271 0.0355
H 6.3666 5.2601 -6.1220 -0.0161 -0.2893 -0.1287
H -5.1907 3.5214 -1.0586 0.4937 0.1126 -0.7035
H -2.6803 3.7460 1.5100 0.0973 0.8340 0.4725
H -2.8819 4.3162 -0.8941 0.1335 0.3290 0.3898
C -1.6941 -3.3677 -2.6918 1.0702 -0.7972 0.3909
C 0.7708 -4.4741 2.1100 -0.9115 2.1025 0.4747
H 3.0108 4.8219 -4.1266 -0.2042 0.0153 0.0990
H 3.3339 -4.6313 -1.8154 -0.4976 0.0537 -0.8174
N 0.3841 0.1930 -0.4811 0.6689 -1.6621 -3.4706
N -2.3138 3.1646 0.7699 -0.7972 0.9620 0.9304
C -6.2621 5.2414 0.3667 0.4099 0.3786 2.4130
H -5.0839 0.7132 3.2435 -0.2674 0.3446 0.1197
H 4.8559 -1.2082 -1.7747 0.4026 0.5290 -0.2147
H -2.6340 2.2827 1.1439 0.6079 -1.1311 0.3097
O 0.7630 -0.8595 0.0328 -0.3733 0.5562 1.1975
N 1.9995 -3.6808 1.9550 0.1975 0.2223 -0.1492
O -4.9558 4.6781 0.5600 0.5687 0.2918 -0.0007
N -2.3718 -1.0032 -3.0194 -0.0187 0.3886 0.8162
C -4.4877 1.2463 2.5029 -0.1273 -0.3418 -0.3657
C -3.4130 -2.2488 -1.1507 -0.5871 -0.9945 -0.0625
H -2.6238 -6.2485 1.1088 0.2016 -0.0963 0.3131
H 3.7288 4.2574 1.3447 -0.0037 0.0446 0.1395
H 4.5914 2.2224 -3.6928 0.3711 0.2304 -0.0043
C 0.3804 -4.4544 3.6320 -0.0495 -0.2875 -0.9168
C 3.1802 3.5127 0.7681 -0.1552 0.8081 -0.3276
H -2.7921 -0.5250 1.5236 1.1416 -0.3184 -0.4637
H -2.6167 -1.9570 -0.4661 0.2077 -0.3056 0.5112
H -1.5394 0.5660 5.1010 0.4905 -0.1736 0.0277
Fe -0.2810 3.2346 0.8156 0.9111 -2.3733 0.7251
H 6.0679 3.4692 -5.9550 0.4467 0.0717 -0.1928
H -6.6014 5.5783 -0.6128 0.3473 -0.7900 -0.2837
C -2.7385 2.3078 -1.3992 -0.9158 0.7592 -0.7385
H 1.2007 3.7445 5.5577 0.0269 0.3162 -0.0846
C 3.6779 2.8000 -3.8347 -0.8509 -1.5329 -0.9166
H 1.2868 -1.9169 -3.0229 0.3024 0.1604 -0.0678
H 1.9429 -3.0056 1.2060 -0.2617 0.0753 -0.1871
H -0.9854 -3.0597 -3.4606 -0.2729 -0.2216 -0.3868
O 0.1871 0.2275 -1.7112 -0.2008 0.3723 0.5786
H 1.1247 -5.0453 4.1658 -0.3076 -0.1386 0.2219
H -1.0350 -3.4792 -1.8308 -0.1665 0.1549 0.3942
C 3.9698 4.3096 -4.0492 0.0342 -0.6730 0.2568
C 3.3198 -2.4470 -2.6156 0.1525 0.8455 1.4466
```
Forces are in eV/Å.

HOMO level (spin up / spin down) (eV): -10.300 / -10.300
Net charge: +1
ΔE to the lowest compared entry with this formula, charge and spin (kJ/mol): 338.4
Spin multiplicity: 5